(1)
DFT (ωB97M-V/def2-TZVPD) results for a molecular structure, C51H72GeN2O5S3Si4Sn.

Lowest unoccupied orbital energy, eV: 3.27
HOMO, eV: -1.2
E_tot, eV: -193640.1379
Orbital gap, eV: 4.5
ΔE to the lowest compared entry with this formula, charge and spin, kcal/mol: 38.5
Charge: -2
Strongest force on any atom, Eh/bohr: 0.0291

XYZ file:
```
139
C51H72GeN2O5S3Si4Sn ωB97M-V/def2-TZVPD
Sn -0.70921 -1.37250 -0.26266
O 0.52225 3.10882 0.40220
C -0.13601 2.16394 0.73260
O 0.38827 1.23090 1.56909
C -1.60688 1.90232 0.24352
O -2.27126 2.93273 0.13848
O -1.98618 0.71589 0.02906
C -4.91743 -4.09101 2.50985
C -5.11897 -4.47305 1.18740
C -4.42525 -3.86937 0.15749
C -3.48286 -2.83722 0.39056
C -3.27434 -2.48716 1.73802
C -3.98200 -3.09573 2.76128
N -2.79783 -2.23961 -0.64277
C -3.49655 -2.14850 -1.84503
C -2.94375 -2.56753 -3.05796
C -3.67831 -2.48178 -4.23393
C -4.95822 -1.95024 -4.24905
C -5.50886 -1.50509 -3.05078
C -4.79720 -1.61306 -1.87289
H -5.47842 -4.54564 3.31753
H -5.82466 -5.26495 0.95588
H -4.59509 -4.19020 -0.86244
H -2.56643 -1.69916 1.95947
H -3.81341 -2.77101 3.78248
H -1.94225 -2.98557 -3.05379
H -3.25099 -2.84685 -5.15946
H -5.50702 -1.86003 -5.17870
H -6.49962 -1.06292 -3.03904
H -5.22896 -1.26973 -0.94034
C -3.21210 0.23074 3.24041
Si -1.88055 1.29562 4.00571
C -2.40637 3.09334 3.81501
C -1.80592 0.94006 5.86815
Si 0.35027 1.15261 3.25866
Si 1.69701 -0.71832 3.78889
C 1.07405 -2.48005 3.66867
C 2.09571 -0.47129 5.63316
C 3.31822 -0.66578 2.83674
Si 1.55577 3.08490 3.92858
C 0.90808 4.71700 3.25238
C 3.33324 2.90305 3.32824
C 1.60294 3.29211 5.81274
H -4.18222 0.68580 3.45998
H -3.20486 -0.78962 3.62651
H -3.09795 0.17808 2.15472
H -3.37472 3.25101 4.29989
H -2.50640 3.35020 2.75637
H -1.68535 3.77799 4.26369
H -2.76552 1.17252 6.33889
H -1.03351 1.53516 6.36291
H -1.58615 -0.11380 6.05841
H 0.26081 -2.69131 4.36196
H 1.91842 -3.13018 3.91966
H 0.72944 -2.72532 2.66501
H 1.17991 -0.35296 6.21986
H 2.70690 0.41925 5.79561
H 2.63980 -1.33181 6.03264
H 3.14045 -0.35324 1.80483
H 3.76089 -1.66494 2.80668
H 4.04092 0.02503 3.27489
H 0.71367 4.64346 2.18187
H 1.65901 5.49635 3.41614
H -0.01714 5.02620 3.73926
H 3.34875 2.59534 2.27922
H 3.87579 2.15083 3.90424
H 3.86572 3.85494 3.41608
H 0.61113 3.53477 6.20318
H 2.27901 4.10915 6.08239
H 1.94428 2.38969 6.32210
C 1.49747 -8.05921 0.65775
C 1.20088 -6.56565 0.73565
C 1.93256 -5.78054 -0.34313
S 1.39752 -4.05111 -0.30674
O -0.01711 -4.09825 -0.78894
C 2.43651 -3.48004 -1.66744
C 3.91014 -3.39206 -1.29503
C 4.67748 -2.48088 -2.24891
H 0.99031 -8.60532 1.45475
H 2.56962 -8.25367 0.74571
H 1.16315 -8.47029 -0.29699
H 1.48617 -6.17803 1.71751
H 0.12927 -6.38958 0.62251
H 1.68608 -6.15059 -1.34246
H 3.01491 -5.80142 -0.19588
H 2.01153 -2.48786 -1.88848
H 2.24427 -4.14177 -2.51646
H 4.37114 -4.38500 -1.30377
H 3.99613 -3.00605 -0.27379
H 4.63940 -2.86406 -3.27166
H 5.72656 -2.40191 -1.95422
H 4.24936 -1.47938 -2.24895
C 0.27838 -0.64015 -1.98488
Ge -0.09024 -0.33169 -3.79866
C 0.35032 -1.87808 -4.98783
C 1.66630 -2.34805 -4.97974
C 2.06360 -3.42099 -5.76464
C 1.14212 -4.06610 -6.58142
C -0.16922 -3.61528 -6.60961
C -0.55014 -2.53039 -5.82599
C 1.24296 1.00132 -4.47673
C 2.52319 1.00214 -3.91723
C 3.51428 1.86359 -4.36980
C 3.24298 2.76268 -5.39328
C 1.97238 2.79029 -5.95183
C 0.98975 1.91770 -5.49708
C -1.82265 0.38791 -4.43924
C -2.17238 0.49631 -5.78662
C -3.34345 1.13450 -6.17766
C -4.18968 1.67410 -5.21771
C -3.86615 1.55813 -3.87290
C -2.69119 0.92476 -3.48855
H 0.52572 0.37046 -1.61050
H 2.39274 -1.85752 -4.33915
H 3.09453 -3.75918 -5.74262
H 1.44569 -4.91091 -7.18963
H -0.90032 -4.11067 -7.23959
H -1.57465 -2.18447 -5.86906
H 2.72941 0.32088 -3.09675
H 4.50328 1.83645 -3.92268
H 4.01170 3.44109 -5.74704
H 1.74456 3.49646 -6.74336
H 0.00121 1.96497 -5.94015
H -1.52553 0.06894 -6.54733
H -3.59553 1.21134 -7.23061
H -5.09773 2.18488 -5.51967
H -4.53070 1.95369 -3.11399
H -2.45101 0.83581 -2.43281
S 2.96919 0.16762 -0.05796
C 4.54540 0.42571 0.20459
N 5.30721 1.38222 -0.42898
C 6.51302 1.76126 0.28347
C 7.06886 0.44946 0.82096
S 5.58940 -0.49039 1.30348
H 4.74522 2.11405 -0.84388
H 6.29608 2.44330 1.11504
H 7.21333 2.24711 -0.39740
H 7.70496 0.59828 1.69108
H 7.61611 -0.09730 0.05318
```

(2)
DFT (ωB97M-V/def2-TZVPD) results for 12 unconnected molecules or ions with the total composition C51H72N8O12.

Lowest unoccupied orbital energy, eV: 0.38
HOMO, eV: -8.3
E_tot, eV: -90542.2161
SMILES: CCOC(=O)OC.CCOC(=O)OC.CCOC(=O)OC.CCOC(=O)OC.c1cc[nH]c1.c1cc[nH]c1.c1cc[nH]c1.c1cc[nH]c1.c1cc[nH]c1.c1ccncc1.c1ccncc1.c1ccncc1
Orbital gap, eV: 8.6
Charge: 0
Strongest force on any atom, Eh/bohr: 0.0734

XYZ file:
```
143
C51H72N8O12 ωB97M-V/def2-TZVPD
N -3.23807 1.92116 -0.09575
C -3.82022 2.72609 0.86170
C -5.00747 3.12444 0.43709
C -5.21895 2.59953 -0.91373
C -4.15189 1.81811 -1.18651
H -2.33858 1.55375 0.00078
H -3.36643 2.96836 1.78533
H -5.66246 3.73387 0.96429
H -6.07534 2.83895 -1.60477
H -3.90049 1.19923 -2.07690
N 2.33277 -0.07666 -5.57160
C 1.73732 0.70336 -6.52995
C 0.55963 1.15588 -6.00038
C 0.49193 0.73965 -4.65809
C 1.62703 0.01430 -4.36720
H 3.31362 -0.23539 -5.58484
H 2.13762 0.89934 -7.48067
H -0.02258 1.90832 -6.44771
H -0.27248 0.93497 -3.95292
H 1.99216 -0.56227 -3.52151
N 5.34796 -2.74239 0.53128
C 5.42536 -3.63348 1.52169
C 5.73866 -2.97886 2.68628
C 5.81898 -1.55316 2.35838
C 5.70586 -1.48456 1.00884
H 5.16120 -2.92879 -0.43205
H 4.99739 -4.59713 1.34035
H 5.78419 -3.51554 3.60978
H 5.94569 -0.74181 3.03961
H 5.76699 -0.63502 0.40722
N -1.44570 6.36845 -1.52541
C -0.40770 6.20019 -2.38206
C -0.64420 5.09722 -3.19059
C -1.90990 4.57027 -2.76102
C -2.38058 5.29959 -1.74628
H -1.51548 7.09566 -0.86952
H 0.42381 6.95134 -2.39944
H -0.01065 4.80993 -4.00285
H -2.41665 3.64635 -3.04422
H -3.28566 5.35078 -1.22725
N -0.13868 2.91297 3.37284
C 0.06735 4.20025 3.81289
C -0.22422 5.11668 2.88346
C -0.56254 4.26792 1.71552
C -0.44401 2.96706 2.05378
H 0.01805 2.03670 3.88668
H 0.71901 4.41355 4.69366
H 0.12204 6.12477 2.74112
H -0.90231 4.56165 0.71249
H -0.60535 2.05408 1.47074
C 2.56468 5.62715 -0.26308
C 1.83821 4.39853 -0.71288
O 2.35958 3.84191 -1.92489
C 3.61037 3.39623 -1.81370
O 4.25722 3.31278 -0.83902
O 4.04152 2.96920 -3.01271
C 3.17619 3.00829 -4.16107
H 2.76425 6.29521 -1.13996
H 3.53877 5.27782 0.03703
H 2.00313 6.21107 0.40956
H 0.76065 4.52882 -0.89818
H 1.93272 3.63454 0.03930
H 2.70020 3.99297 -4.28123
H 2.40827 2.22909 -4.16115
H 3.78146 2.97474 -5.11572
C -2.32183 -3.86172 -5.20422
C -1.26575 -4.59839 -4.47186
O -0.59897 -3.64249 -3.58931
C 0.45831 -4.10706 -2.90446
O 0.89610 -5.23178 -2.93888
O 0.90490 -3.06707 -2.16812
C 2.02071 -3.25043 -1.24239
H -3.25194 -3.66849 -4.66052
H -2.75822 -4.36232 -6.04767
H -2.06016 -2.91934 -5.59677
H -0.54450 -5.12718 -5.09823
H -1.63408 -5.47479 -3.83849
H 2.24187 -2.25091 -0.99326
H 2.84124 -3.70239 -1.76255
H 1.70250 -3.91386 -0.38416
C -7.31246 -3.60163 0.45585
C -6.72405 -3.11971 -0.83574
O -5.58065 -2.36228 -0.61904
C -4.46191 -2.65201 -1.28616
O -4.31722 -3.64575 -1.95729
O -3.58437 -1.74489 -1.14533
C -2.35525 -1.92124 -1.97136
H -8.13898 -4.17973 0.15575
H -7.63173 -2.80522 1.14567
H -6.52869 -4.24978 0.95591
H -7.43582 -2.50482 -1.39162
H -6.39064 -3.95045 -1.45168
H -1.93867 -2.88996 -1.65826
H -1.79232 -1.00821 -1.69972
H -2.58595 -1.92833 -3.03278
C 1.04574 -3.44167 4.94919
C 0.58755 -2.07161 4.65420
O -0.74723 -2.20480 4.23360
C -1.33114 -1.08990 3.91909
O -0.74818 -0.05839 3.78575
O -2.66810 -1.23157 3.81653
C -3.31452 -0.18684 3.10869
H 0.85844 -3.89095 5.95938
H 2.11155 -3.48677 4.67967
H 0.67198 -4.14744 4.23181
H 1.21059 -1.62642 3.87289
H 0.71554 -1.38605 5.51717
H -3.07933 0.75968 3.47782
H -4.39358 -0.44484 3.12567
H -2.95802 -0.10975 2.04006
N 4.55148 1.50853 6.07846
C 4.01649 1.01435 4.99840
C 3.51265 1.70662 3.91258
C 3.51842 3.09152 4.02204
C 4.04001 3.67375 5.13153
C 4.59188 2.84348 6.14114
H 3.93843 -0.06035 4.92532
H 3.06843 1.20167 3.06045
H 3.10951 3.62451 3.18826
H 3.98059 4.77711 5.21245
H 4.90668 3.30179 7.04881
N 0.04249 -5.73270 0.25638
C -0.98367 -5.92205 -0.57826
C -2.30243 -5.48374 -0.32521
C -2.54329 -4.76681 0.83444
C -1.46819 -4.51700 1.67067
C -0.23727 -4.97662 1.32273
H -0.74182 -6.53363 -1.48866
H -2.99777 -5.57096 -1.13362
H -3.60719 -4.47755 1.06501
H -1.60313 -3.91442 2.58278
H 0.63011 -4.78179 2.00726
N -0.31771 0.11659 0.01444
C 0.86236 0.73377 -0.16221
C 2.08304 0.34584 0.39457
C 2.07248 -0.78584 1.23148
C 0.85255 -1.47272 1.38940
C -0.27985 -0.97073 0.75646
H 0.87527 1.53987 -0.86276
H 2.96731 0.97140 0.15619
H 3.01420 -1.14014 1.60163
H 0.81256 -2.40526 1.92498
H -1.18058 -1.47688 1.00322
```

(3)
DFT (ωB97M-V/def2-TZVPD) results for a molecular structure, C51H74F6N4O5PS3SbSi4Ti.

Lowest unoccupied orbital energy, eV: -0.13
HOMO, eV: -7.5
E_tot, eV: -189552.7908
Orbital gap, eV: 7.3
ΔE to the lowest compared entry with this formula, charge and spin, kcal/mol: 41.1
Charge: 0
Strongest force on any atom, Eh/bohr: 0.0209

XYZ file:
```
150
C51H74F6N4O5PS3SbSi4Ti ωB97M-V/def2-TZVPD
Ti 1.11161 -0.86430 -1.53254
N 4.09973 -1.59762 0.20006
P 3.30822 -0.06756 0.24907
C 3.79841 0.37746 1.94804
C 5.13670 0.44365 2.33787
C 5.46971 0.78433 3.63672
C 4.46735 1.06923 4.55922
C 3.13866 1.01687 4.17576
C 2.80570 0.67423 2.87035
C 4.29026 1.03881 -0.78964
C 3.61035 2.17168 -1.23188
C 4.26104 3.11675 -2.00758
C 5.58793 2.92248 -2.35323
C 6.26380 1.78354 -1.93466
C 5.61859 0.84203 -1.15167
C 3.76124 -2.68508 -0.56699
C 4.69965 -3.72078 -0.70720
C 4.36486 -4.85302 -1.40371
C 3.08980 -4.94817 -1.95891
C 2.23954 -3.88562 -1.79647
N 2.53852 -2.76240 -1.11196
H 5.02466 -1.66506 0.60016
H 5.92537 0.26856 1.61424
H 6.50937 0.84376 3.93107
H 4.72893 1.34229 5.57328
H 2.35688 1.25059 4.88815
H 1.76901 0.64672 2.55622
H 2.55592 2.29256 -1.00549
H 3.71178 3.96836 -2.38520
H 6.09080 3.64150 -2.98647
H 7.28976 1.62116 -2.23884
H 6.14320 -0.06059 -0.85785
H 5.68475 -3.60395 -0.27493
H 5.08555 -5.65032 -1.52519
H 2.77734 -5.81079 -2.52836
H 1.25005 -3.91397 -2.22214
C -0.12887 -1.79998 -2.87690
Si -1.94003 -2.27125 -2.88726
C -3.06949 -0.81721 -2.50372
N -2.74217 0.02632 -1.37320
C -2.87526 -0.56072 -0.05307
C -4.20377 -0.22924 0.65638
C -5.31839 0.06070 -0.34559
C -4.92314 1.20988 -1.29279
C -3.39409 1.32339 -1.41903
C -2.35830 -2.70897 -4.66985
C -2.94294 -3.91681 -5.05254
C -3.24364 -4.17862 -6.38330
C -2.96589 -3.23046 -7.35629
C -2.38724 -2.02058 -6.99551
C -2.08811 -1.76337 -5.66633
C -2.36110 -3.81236 -1.86784
C -3.55208 -3.90968 -1.14378
C -3.88660 -5.06268 -0.44205
C -3.02867 -6.15305 -0.44971
C -1.84988 -6.09073 -1.18403
C -1.53363 -4.93828 -1.88722
H -0.16111 -0.99155 -3.62445
H 0.45684 -2.58017 -3.37760
H -4.11795 -1.17060 -2.53690
H -2.95135 -0.20064 -3.40119
H -2.03913 -0.21501 0.56979
H -2.76801 -1.64051 -0.16412
H -4.06576 0.65571 1.28332
H -4.48667 -1.04401 1.33113
H -6.24258 0.30481 0.18193
H -5.52979 -0.84408 -0.92265
H -5.33427 2.15796 -0.93659
H -5.36413 1.04045 -2.27726
H -2.98134 1.91723 -0.59778
H -3.10877 1.82914 -2.34324
H -3.16969 -4.66749 -4.30364
H -3.69711 -5.12258 -6.65933
H -3.19941 -3.43222 -8.39404
H -2.16820 -1.27600 -7.75027
H -1.63922 -0.81019 -5.40153
H -4.23810 -3.06989 -1.12188
H -4.81876 -5.10845 0.10753
H -3.28391 -7.05317 0.09512
H -1.18722 -6.94679 -1.21992
H -0.62131 -4.92051 -2.47314
F 2.75874 -2.69498 -4.51342
C 3.66030 -1.68423 -4.45533
F 4.31294 -1.67483 -5.62903
F 4.54698 -2.00302 -3.50353
S 2.77410 -0.01707 -4.26772
O 2.40728 -0.53370 -2.68398
O 3.96890 0.81240 -4.24571
N 1.54161 1.71037 -3.71503
S 0.24278 1.60154 -3.08530
O 0.32721 0.78158 -1.67540
O -1.00353 1.15247 -3.68045
C -0.26438 3.27410 -2.42338
F 0.80527 4.06776 -2.30129
F -1.10984 3.85428 -3.27740
F -0.86818 3.22780 -1.22722
C -4.21329 3.43621 1.88942
Si -2.60077 4.27230 2.35766
C -2.45056 5.76920 1.23440
C -2.76122 4.88870 4.13279
Sb -0.60069 2.69242 1.94236
Si 1.10138 4.61595 2.25871
C 1.10837 5.54506 0.63058
C 0.69082 5.78646 3.66979
C 2.87160 4.04719 2.50361
Si -0.93264 1.52763 4.21326
C -0.31919 2.43688 5.74336
C -2.77364 1.18319 4.40517
C -0.18325 -0.21276 4.19364
H -5.03050 4.14705 2.04916
H -4.42789 2.55086 2.48764
H -4.21962 3.15811 0.83617
H -3.36241 6.36535 1.33463
H -2.35717 5.47221 0.18815
H -1.60709 6.41162 1.48714
H -3.22001 5.88133 4.11672
H -1.80401 4.97352 4.64387
H -3.41045 4.24179 4.72421
H 0.12490 5.71780 0.19782
H 1.69816 4.98408 -0.09694
H 1.59593 6.51387 0.77411
H -0.23025 6.34472 3.49906
H 1.50543 6.51024 3.76755
H 0.60006 5.25842 4.62055
H 3.11417 3.82909 3.54435
H 3.51591 4.87154 2.18120
H 3.12963 3.18060 1.89577
H -1.03723 3.19231 6.06498
H 0.63520 2.93523 5.56555
H -0.18444 1.73168 6.56854
H -3.37489 2.08605 4.49731
H -2.93163 0.58299 5.30617
H -3.14762 0.61090 3.55266
H 0.81614 -0.26962 4.62278
H -0.14821 -0.62124 3.18010
H -0.83761 -0.84658 4.80006
O 0.26570 -1.50073 0.33638
S -0.04074 -2.98184 0.55008
C -1.38703 -3.13452 1.77710
C -0.80452 -3.72535 3.05963
C 0.44210 -4.51233 2.66469
C 1.20464 -3.60072 1.71791
H -2.12388 -3.78114 1.30010
H -1.81118 -2.14077 1.90259
H -1.54086 -4.34575 3.56978
H -0.51978 -2.91869 3.73523
H 0.17064 -5.43976 2.15301
H 1.05126 -4.78016 3.52773
H 1.98958 -4.09405 1.14826
H 1.60774 -2.71620 2.21864
```